(1)
C35H48BN11O4 | ωB97M-V/def2-TZVPD

Its SMILES is CN(C)B(O)c1ccc2c(c1CCCO)C(=O)C=CC2=O.CC#N.CC#N.CC#N.CC#N.CC#N.CC#N.CC#N.CC#N.CC#N.CC#N. As for the charge: 0. As for the spin multiplicity: 1. The HOMO energy comes out at -8.6 eV. The value obtained for the HOMO-LUMO gap is 7.76 eV.

XYZ file:
```
99
Properties=species:S:1:pos:R:3:lowdin_charge:R:1
C -4.9285 -4.2609 4.6093 -0.087
N -5.4580 -3.3604 3.5863 -0.101
C -5.5911 -2.0182 4.1467 -0.093
B -4.7321 -3.4220 2.3176 -0.575
O -5.0376 -4.4531 1.4877 0.194
C -3.7032 -2.2886 1.8762 -0.032
C -4.2285 -1.2453 1.1086 -0.038
C -3.4498 -0.1804 0.6891 -0.007
C -2.1173 -0.1477 1.0604 -0.093
C -1.5579 -1.1917 1.8093 -0.035
C -2.3348 -2.2890 2.1957 -0.093
C -1.7083 -3.4552 2.9181 -0.111
C -0.8890 -4.3499 1.9575 -0.166
C -1.6725 -5.5166 1.3744 -0.258
O -2.3511 -6.3157 2.3338 -0.061
C -0.1145 -1.0254 2.1707 -0.305
O 0.6840 -1.9337 2.2596 0.109
C 0.3347 0.3878 2.3716 0.036
C -0.2061 1.3678 1.6508 0.025
C -1.2746 1.0215 0.6796 -0.328
O -1.4354 1.6408 -0.3550 0.083
H -4.7737 -5.2621 4.2061 0.092
H -5.6174 -4.3159 5.4557 0.085
H -3.9664 -3.9010 5.0090 0.082
H -6.0326 -1.3297 3.4269 0.083
H -6.2734 -2.0594 5.0020 0.086
H -4.6400 -1.6106 4.5210 0.092
H -4.4425 -4.4812 0.7292 0.092
H -5.2720 -1.2702 0.8123 0.123
H -3.8593 0.6302 0.0995 0.120
H -2.4844 -4.0672 3.3816 0.088
H -1.0708 -3.0791 3.7202 0.123
H -0.5839 -3.7267 1.1139 0.104
H 0.0328 -4.6876 2.4372 0.116
H -2.3869 -5.1386 0.6382 0.111
H -0.9641 -6.1337 0.8135 0.091
H -1.8566 -6.2746 3.1583 0.086
H 1.1139 0.5855 3.1004 0.103
H 0.0918 2.4054 1.7403 0.109
C 2.9292 4.6437 1.7168 -0.077
C 2.7320 3.6323 2.7481 -0.275
N 2.5768 2.8365 3.5595 0.134
H 2.0551 4.6992 1.0729 0.063
H 3.0834 5.6161 2.1762 0.067
H 3.8000 4.3925 1.1136 0.087
C 0.2065 2.4167 -3.2964 -0.061
C 1.5418 2.9939 -3.2161 -0.263
N 2.5914 3.4499 -3.1470 0.136
H -0.1248 2.1054 -2.3061 0.052
H -0.4913 3.1572 -3.6829 0.087
H 0.2175 1.5539 -3.9606 0.083
C -3.4530 -0.6502 -3.5169 -0.056
C -3.7837 -1.7000 -2.5618 -0.266
N -4.0271 -2.5073 -1.7857 0.159
H -4.2629 -0.5317 -4.2341 0.084
H -3.2993 0.2895 -2.9879 0.078
H -2.5404 -0.9106 -4.0502 0.080
C 4.1674 5.2927 -5.6387 -0.092
C 3.2587 5.9282 -6.5864 -0.289
N 2.5418 6.4219 -7.3337 0.107
H 4.4653 6.0108 -4.8768 0.086
H 3.6710 4.4547 -5.1551 0.039
H 5.0523 4.9321 -6.1539 0.025
C 2.6305 -4.9197 -0.2631 -0.062
C 1.3711 -5.2557 -0.9151 -0.260
N 0.3649 -5.5108 -1.4032 0.148
H 2.4466 -4.6287 0.7696 0.082
H 3.2935 -5.7800 -0.2700 0.052
H 3.1036 -4.0903 -0.7865 0.087
C 8.1531 3.4915 -7.6788 -0.064
C 7.2573 3.3891 -6.5335 -0.263
N 6.5447 3.3077 -5.6389 0.146
H 8.2105 4.5260 -8.0120 0.084
H 9.1483 3.1508 -7.4003 0.083
H 7.7797 2.8751 -8.4941 0.084
C 0.3742 7.6408 3.6981 -0.085
C 0.6934 7.3583 2.3028 -0.276
N 0.9316 7.1371 1.2028 0.135
H 0.0380 8.6685 3.8013 0.067
H -0.4120 6.9757 4.0439 0.067
H 1.2569 7.4946 4.3184 0.085
C 6.8512 -6.1770 -0.2982 -0.066
C 5.8646 -6.2316 0.7741 -0.284
N 5.0935 -6.2741 1.6214 0.140
H 6.9607 -5.1523 -0.6482 0.083
H 7.8123 -6.5322 0.0680 0.084
H 6.5324 -6.8058 -1.1273 0.083
C -0.1430 -4.5640 -4.7673 -0.082
C 0.5430 -3.6687 -5.6910 -0.294
N 1.0772 -2.9588 -6.4156 0.117
H -0.0971 -4.1666 -3.7552 0.055
H -1.1857 -4.6709 -5.0603 0.081
H 0.3295 -5.5439 -4.7755 0.080
C -3.8732 9.3669 4.3747 -0.063
C -2.7558 8.8436 5.1512 -0.270
N -1.8775 8.4323 5.7623 0.140
H -3.7061 10.4185 4.1501 0.084
H -3.9666 8.8135 3.4422 0.084
H -4.7956 9.2660 4.9430 0.084
```

(2)
C35H48Br3EuGeN4O4 | ωB97M-V/def2-TZVPD

As for the charge: 0. As for the spin multiplicity: 7. The expectation value of S² is 12.04. The HOMO energy (spin up / spin down) comes out at -5.4 / -6.6 eV. The value obtained for the HOMO-LUMO gap (spin up / spin down) is 5.48 / 4.30 eV.

XYZ file:
```
96
Properties=species:S:1:pos:R:3:mulliken_spin:R:1
Eu 10.1944 13.0557 10.3477 4.095
C 12.7406 16.7281 10.8333 0.001
C 11.9257 16.0222 9.7818 -0.010
C 12.7545 14.9420 9.0364 0.014
C 11.3722 16.9946 8.7571 0.000
O 10.8765 15.2372 10.4634 -0.039
Ge 9.6006 16.1675 11.5743 0.004
O 8.6495 14.3883 11.4228 -0.012
C 7.3034 14.0399 11.7994 0.001
C 7.2509 13.4867 13.2018 0.002
C 6.3485 15.2810 11.6843 0.000
C 6.9112 12.9024 10.8395 0.015
O 10.5334 15.6781 13.0274 0.006
C 10.4967 16.5699 14.1651 0.001
C 10.7079 18.0337 13.8730 0.000
C 11.6404 16.0358 15.0173 -0.001
C 9.1394 16.3674 14.8902 0.000
H 13.7371 16.8880 10.4178 0.000
H 12.8680 16.0399 11.6879 0.000
H 12.2197 17.6370 11.1625 0.000
H 13.6759 15.3511 8.6333 0.000
H 12.1813 14.5780 8.1348 -0.001
H 13.1480 14.1351 9.6435 0.000
H 12.1132 17.5062 8.1609 0.000
H 10.7662 17.6859 9.2905 0.000
H 10.6846 16.4876 8.0996 0.000
H 7.5733 14.3333 13.8251 0.000
H 7.9094 12.7053 13.3862 0.000
H 6.2077 13.1557 13.3765 0.000
H 6.7783 16.1314 12.1930 0.000
H 5.3904 15.0296 12.1150 0.000
H 6.3169 15.4392 10.5767 0.000
H 7.4497 11.9700 11.0008 -0.008
H 7.0266 13.1900 9.7553 -0.004
H 5.8585 12.6190 10.9986 0.000
H 11.5061 18.2072 13.1160 0.000
H 11.0595 18.5676 14.7594 0.000
H 9.7882 18.5367 13.5856 0.000
H 12.5361 16.2364 14.4656 0.000
H 11.4962 15.0215 15.2949 -0.001
H 11.7236 16.5951 15.9641 0.000
H 8.3716 16.6294 14.1976 0.000
H 9.0354 17.0371 15.7415 0.000
H 9.0655 15.2813 15.1926 0.000
Br 14.4212 8.7624 13.8918 0.022
C 13.2997 10.0129 12.9300 0.080
C 13.4902 11.3266 12.9554 0.403
C 12.3082 12.1304 12.4656 -0.059
N 11.8202 11.5802 11.2055 0.411
C 11.6097 10.2622 11.2695 0.190
C 12.2090 9.4533 12.1843 0.264
C 10.5001 9.7195 10.4297 0.223
C 10.3460 8.3731 10.1982 0.069
C 9.2467 7.9727 9.5003 0.022
Br 9.2513 6.1359 8.8900 0.001
C 8.3127 8.8612 9.0288 0.141
C 8.5252 10.1927 9.3007 -0.045
N 9.6326 10.6511 9.9197 0.090
H 14.3551 11.7232 13.4127 0.029
H 12.5428 13.1578 12.2378 -0.019
H 11.9438 8.4163 12.2905 0.032
H 11.0608 7.7438 10.6312 0.004
H 7.4872 8.5579 8.3992 0.004
H 7.8124 10.9616 8.9609 0.014
Br 5.0172 8.5126 11.2806 0.002
C 6.7046 8.1731 12.1445 0.001
C 7.2292 6.8667 12.1461 0.002
C 8.4438 6.6790 12.8227 -0.006
C 9.0303 7.7530 13.4721 0.021
C 8.3701 8.9591 13.4358 0.032
N 7.1841 9.1877 12.7941 0.000
H 6.7330 6.0670 11.6504 0.000
H 8.8230 5.6595 12.9367 -0.001
H 10.0177 7.7811 13.8992 -0.007
H 8.7792 9.8469 13.8659 -0.023
C 11.3253 11.4398 7.3893 0.025
C 10.1053 12.3132 7.1316 -0.008
C 9.5607 12.4925 5.8807 -0.002
C 8.5427 13.5002 6.0154 0.001
C 8.5475 13.8645 7.3723 0.001
C 7.7106 15.0028 7.9259 0.000
N 9.5087 13.1491 8.0346 -0.022
H 10.8581 10.5258 7.8233 -0.006
H 12.1770 11.8009 7.9564 -0.004
H 11.7785 11.2370 6.4369 0.002
H 9.8852 11.9082 5.0659 0.000
H 8.0063 13.9058 5.1824 0.000
H 8.1816 15.4204 8.8146 0.000
H 6.7034 14.6852 8.2039 0.000
H 7.6496 15.7775 7.0856 0.000
C 11.1852 11.8109 14.8466 0.027
C 11.0737 12.0479 13.3755 0.043
O 9.9913 12.2227 12.8353 -0.016
H 10.2709 11.3153 15.1021 0.001
H 11.3414 12.7593 15.2993 0.004
H 12.0178 11.1222 15.1503 -0.003
```